Density functional theory data (ωB97M-V/def2-TZVPD) for a cluster of 2 separate species, C4H15N2O in total.

```
22
Properties=species:S:1:pos:R:3:forces:R:3
C 0.84190 -1.36995 1.46914 0.7244 1.1760 1.7086
C -0.67408 -1.13983 1.32443 -0.9139 -0.5379 -2.2834
C -0.91704 -0.91897 -0.25567 -0.0598 0.1824 2.8207
C 0.42568 0.02656 -2.13811 0.6726 -0.3272 1.0404
N -0.17837 0.28125 -0.70982 1.5862 -0.4825 -1.3665
N 1.36574 0.07465 1.38471 -1.1746 -1.2211 -0.9272
H 1.28899 -1.98936 0.64044 -0.6010 0.7005 0.8344
H 1.20056 -1.77119 2.45971 -0.7051 -0.0008 -1.0734
H -1.40768 -1.88136 1.62935 0.7487 -1.2511 -0.2348
H -1.19051 -0.37292 1.88521 0.9936 1.1837 0.3312
H -1.99151 -0.84112 -0.41532 0.1775 -0.1095 -0.5249
H -0.43634 -1.78701 -0.66507 -0.3271 -0.3499 -0.7851
H 1.26599 -0.76802 -2.07740 -1.7151 1.0055 0.1789
H 0.98349 0.93602 -2.51012 -1.3153 -0.7817 0.3036
H -0.45286 -0.35030 -2.71905 1.1775 0.5820 -0.0426
H -0.76767 1.14531 -0.74719 0.6131 -0.6292 -0.0236
H 0.67577 0.36765 0.05822 -0.9355 0.3914 -0.7432
H 0.86436 0.61666 2.05478 -0.4533 0.3340 0.5989
H 2.31403 0.23186 1.58406 1.6501 -0.2968 0.1236
H -1.47545 3.47515 -1.30011 -0.9508 0.8121 -1.0994
H -0.84946 3.16941 -0.05129 0.4451 1.2323 3.7808
O -0.88557 2.86552 -0.90091 0.3626 -1.6123 -2.6172
```
Forces are in eV/Å.

Summary:
Total charge ... +1

Computed Mulliken charges, given in elementary charges: atom 1 (C): -0.44, atom 2 (C): -0.70, atom 3 (C): -0.67, atom 4 (C): -0.84, atom 5 (N): -0.16, atom 6 (N): -0.62, atom 7 (H): 0.27, atom 8 (H): 0.33, atom 9 (H): 0.34, atom 10 (H): 0.39, atom 11 (H): 0.35, atom 12 (H): 0.41, atom 13 (H): 0.30, atom 14 (H): 0.31, atom 15 (H): 0.39, atom 16 (H): 0.44, atom 17 (H): 0.51, atom 18 (H): 0.22, atom 19 (H): 0.21, atom 20 (H): 0.30, atom 21 (H): 0.27, atom 22 (O): -0.63

Density functional theory data (ωB97M-V/def2-TZVPD) for an isolated molecule of C4H7NO2.

```
14
Properties=species:S:1:pos:R:3:forces:R:3
C 0.98003 1.20587 0.34156 0.0454 0.1016 -0.0442
C 0.24910 -0.13525 0.34552 0.0433 0.0420 0.0617
C -0.53806 -0.32625 1.63682 0.0557 0.1408 0.3556
O -0.32697 0.29576 2.64691 -0.0964 -0.2853 -0.4673
C -0.73339 -0.22090 -0.81610 -0.1340 0.0592 -0.0086
N -0.41221 -1.08304 -1.81853 -0.0350 0.0044 -0.0665
O -1.74949 0.45169 -0.82457 0.3224 -0.2322 -0.0117
H 0.24635 2.01599 0.30796 0.1162 -0.0988 0.0182
H 1.56948 1.31467 1.25481 -0.0802 -0.0230 -0.1402
H 1.64128 1.29457 -0.52610 -0.1009 -0.0336 0.1182
H 0.97062 -0.96704 0.30238 -0.1315 0.1090 0.0000
H -1.32124 -1.11093 1.60195 0.0520 0.0814 0.0280
H 0.44535 -1.60941 -1.83076 -0.1295 0.1198 0.0567
H -1.02084 -1.12573 -2.62186 0.0725 0.0148 0.1002
```
Forces are in eV/Å.

Computed Mulliken charges, given in elementary charges: atom 1 (C): -1.41, atom 2 (C): 0.62, atom 3 (C): -0.18, atom 4 (O): -0.48, atom 5 (C): 0.29, atom 6 (N): -0.36, atom 7 (O): -0.60, atom 8 (H): 0.32, atom 9 (H): 0.37, atom 10 (H): 0.36, atom 11 (H): 0.28, atom 12 (H): 0.34, atom 13 (H): 0.21, atom 14 (H): 0.23

Density functional theory data (ωB97M-V/def2-TZVPD) for a structure of composition C13H23CuNO12S.

```
51
Properties=species:S:1:pos:R:3:forces:R:3
Cu 4.48418 -1.60614 0.53449 -1.6070 1.0021 -0.2251
O 2.99262 -0.12447 1.70481 0.5513 -0.8356 -0.3566
C 2.51775 0.49386 0.56745 0.6559 -0.2761 1.0277
C 2.05467 -0.42367 -0.57662 -1.2610 0.7499 -1.1777
O 2.87021 -1.36688 -1.14458 1.2451 -0.4065 1.4527
H 3.31461 1.19189 0.19872 -0.0380 -0.0228 -0.5878
H 1.66906 1.17357 0.80765 -0.2433 -0.0850 -0.1937
H 1.68923 0.32183 -1.33718 0.4001 0.0599 -0.2253
H 1.04282 -0.83929 -0.33065 0.1966 -0.3042 0.7226
C 6.57647 -5.47332 0.25235 0.5003 0.3142 -0.4076
N 6.92132 -4.17995 -0.43167 0.0292 0.4887 1.5320
O 8.07302 -4.00866 -0.77651 0.0397 -0.1674 -0.4159
O 6.05037 -3.33777 -0.46471 -0.0639 -0.1627 -0.5780
H 5.97401 -5.99381 -0.48572 -0.1492 -0.3316 0.3549
H 6.06645 -5.25091 1.18429 -0.3719 0.1428 -0.2311
H 7.52598 -5.94795 0.47355 -0.0624 -0.2507 -0.2492
O 4.47036 -3.25692 2.28295 0.2739 -0.1056 -0.2211
C 4.47071 -3.81625 3.33697 -0.4482 -0.0794 0.2671
O 5.48448 -4.63173 3.71694 0.5399 0.1704 -0.1424
C 5.31741 -5.10861 5.06037 0.0703 0.8791 -0.0563
C 4.17595 -4.25540 5.64789 -0.4351 -1.2070 0.2715
C 3.40005 -3.84630 4.40776 0.3331 -0.2156 0.0165
H 6.23692 -4.92331 5.61506 0.1530 -0.1983 -0.2012
H 5.12553 -6.17822 4.99187 -0.2353 0.0277 0.2005
H 4.50859 -3.42818 6.27057 0.2106 0.0629 -0.1901
H 3.58675 -4.93638 6.26568 -0.1294 0.3332 0.2158
H 2.80994 -2.93885 4.47369 0.0797 0.0696 -0.1513
H 2.77894 -4.70008 4.12745 -0.2550 0.2052 -0.1561
O 6.21860 -0.31224 0.91786 0.3489 -0.5243 -0.1693
C 6.53644 0.79662 1.21491 -0.3449 0.5041 0.1644
O 7.65718 1.37271 0.70867 0.3022 -0.2724 -0.1526
C 7.76386 2.73623 1.10852 -0.3301 0.2569 0.0329
C 6.87028 2.87746 2.34176 -0.1525 -0.3434 -0.1234
C 5.82046 1.77581 2.12357 0.7426 0.1610 -0.2896
H 7.40393 3.36220 0.28696 0.0206 -0.0195 -0.0058
H 8.80975 2.97555 1.29150 0.0281 -0.1312 -0.0037
H 6.41742 3.86489 2.39106 0.1270 0.0526 0.2103
H 7.44506 2.65869 3.24210 -0.0079 0.2155 0.0626
H 4.97111 2.15708 1.55533 -0.3273 -0.3013 0.2630
H 5.53055 1.25823 3.03085 -0.4765 0.0652 -0.1135
C 1.73319 -3.93114 0.72721 0.6011 0.6919 -0.2350
C 2.59137 -4.48648 -0.38190 -0.0610 0.1953 -0.1106
O 3.10581 -5.75360 0.13003 -0.3035 -0.1339 0.5287
S 2.14663 -6.32141 1.26477 0.0202 0.8236 -0.2992
O 2.87130 -6.42201 2.49028 0.2456 -0.0472 0.1069
O 1.45878 -7.46619 0.79319 -0.2771 -0.3967 -0.0894
O 1.13584 -5.09637 1.34332 -0.0606 -0.5483 -0.1395
H 1.00352 -3.24149 0.31243 -0.3212 -0.2143 0.2460
H 2.33702 -3.40102 1.46064 -0.0736 0.0503 0.0172
H 3.41622 -3.82091 -0.57338 0.2909 0.1721 -0.1998
H 2.02629 -4.67598 -1.29233 0.0304 -0.1132 0.0049
```
Forces are in eV/Å.

Summary:
Total charge ... -1

Computed Mulliken charges, given in elementary charges: atom 1 (Cu): 0.87, atom 2 (O): -0.75, atom 3 (C): -0.35, atom 4 (C): -0.47, atom 5 (O): -0.79, atom 6 (H): -0.03, atom 7 (H): 0.24, atom 8 (H): 0.31, atom 9 (H): 0.18, atom 10 (C): -0.50, atom 11 (N): 0.83, atom 12 (O): -0.59, atom 13 (O): -0.43, atom 14 (H): 0.26, atom 15 (H): 0.04, atom 16 (H): 0.31, atom 17 (O): 0.11, atom 18 (C): -0.02, atom 19 (O): -0.37, atom 20 (C): -0.44, atom 21 (C): -0.69, atom 22 (C): -0.16, atom 23 (H): 0.27, atom 24 (H): 0.33, atom 25 (H): 0.31, atom 26 (H): 0.30, atom 27 (H): 0.48, atom 28 (H): 0.13, atom 29 (O): -0.50, atom 30 (C): 0.10, atom 31 (O): -0.39, atom 32 (C): -0.43, atom 33 (C): -0.54, atom 34 (C): -0.06, atom 35 (H): 0.26, atom 36 (H): 0.31, atom 37 (H): 0.33, atom 38 (H): 0.26, atom 39 (H): 0.07, atom 40 (H): 0.36, atom 41 (C): 0.17, atom 42 (C): -0.11, atom 43 (O): -0.26, atom 44 (S): 1.03, atom 45 (O): -0.55, atom 46 (O): -0.63, atom 47 (O): -0.39, atom 48 (H): 0.24, atom 49 (H): -0.15, atom 50 (H): 0.14, atom 51 (H): 0.34

Density functional theory data (ωB97M-V/def2-TZVPD) for an isolated molecule of C22H19NO3.

```
45
Properties=species:S:1:pos:R:3:forces:R:3
C 3.96864 1.50552 1.25912 0.0380 0.0582 -0.0296
C 3.82578 0.77185 -0.03945 0.0531 -0.0521 -0.0021
C 4.93690 0.54940 -0.84714 -0.1110 0.0104 0.0252
C 4.81043 -0.09663 -2.06369 0.0209 -0.0004 -0.0201
C 3.57108 -0.53829 -2.49019 -0.2116 -0.0462 0.0173
C 2.45516 -0.35052 -1.68320 0.3315 0.1711 -0.0670
C 1.12443 -0.81120 -2.17572 -0.0252 -0.0747 0.1780
O 0.79645 -0.74597 -3.34033 -0.0176 -0.0153 -0.1595
N 0.33213 -1.30494 -1.17268 0.2677 -0.0626 0.3666
C -1.03141 -1.58748 -1.19332 -0.5336 -0.0420 -0.0978
C -1.79734 -1.58434 -2.35566 0.1677 0.0558 -0.2082
C -3.16029 -1.80455 -2.27251 -0.0046 0.0217 0.1921
C -3.78476 -1.98412 -1.05091 -0.0628 -0.0103 0.3626
C -3.01809 -1.97624 0.10786 0.3850 -0.0470 -0.6165
O -3.66544 -2.13683 1.31557 -0.2698 -0.2751 -0.1878
C -3.36832 -1.39711 2.40986 -0.0676 0.1598 0.6625
O -3.83302 -1.71782 3.46963 0.1712 0.0196 -0.3472
C -2.47227 -0.21540 2.23770 0.0731 0.3396 0.1210
C -1.45431 -0.02946 3.16911 -0.1903 -0.1492 -0.0869
C -0.56530 1.01731 3.01072 0.0809 -0.0276 0.0289
C -0.69152 1.88169 1.93577 -0.0314 -0.0406 -0.0176
C -1.72762 1.73365 1.02133 -0.0476 -0.0241 0.0616
C -1.87068 2.65590 -0.14902 0.0012 -0.0131 -0.0559
C -2.62077 0.68325 1.18772 0.0314 0.0632 0.2670
C -1.64209 -1.83148 0.03433 -0.1167 -0.2678 -0.0404
C 2.58860 0.31356 -0.46617 0.0578 -0.0819 -0.1215
H 3.04813 1.46229 1.83612 -0.0385 0.0176 0.0814
H 4.21046 2.55170 1.07320 0.0051 0.0804 0.0726
H 4.77588 1.07935 1.85212 0.0220 0.0084 0.0932
H 5.90604 0.89715 -0.51963 0.1118 0.0327 0.0352
H 5.68047 -0.25219 -2.68378 0.0722 -0.0249 -0.0518
H 3.45062 -1.03395 -3.44099 -0.0166 -0.0316 -0.0994
H 0.75594 -1.35936 -0.25647 0.0055 0.0439 -0.2210
H -1.32261 -1.40320 -3.30486 0.0125 -0.0166 -0.0223
H -3.75031 -1.81276 -3.17593 -0.0498 -0.0005 -0.0837
H -4.85153 -2.11968 -0.97634 -0.1322 -0.0238 0.0233
H -1.36549 -0.71682 3.99652 -0.0054 -0.0528 0.0851
H 0.23156 1.15834 3.72617 0.0610 0.0111 0.0619
H 0.01626 2.68897 1.81006 0.0538 0.0999 -0.0142
H -1.22544 3.52432 -0.04517 0.0154 0.0778 -0.0390
H -2.90080 2.99157 -0.24892 -0.0519 0.0723 -0.0527
H -1.60154 2.13359 -1.06775 0.0070 0.0352 -0.0922
H -3.43637 0.57023 0.48773 -0.0302 -0.0585 -0.1159
H -1.04486 -1.87213 0.93412 0.0457 0.0490 0.0476
H 1.71722 0.51283 0.14506 -0.0774 0.0112 0.0673
```
Forces are in eV/Å.

Computed Mulliken charges, given in elementary charges: atom 1 (C): -1.45, atom 2 (C): 0.54, atom 3 (C): -0.51, atom 4 (C): -0.61, atom 5 (C): -0.69, atom 6 (C): 0.66, atom 7 (C): 0.45, atom 8 (O): -0.64, atom 9 (N): -0.18, atom 10 (C): 0.49, atom 11 (C): -0.58, atom 12 (C): -0.63, atom 13 (C): -0.73, atom 14 (C): -0.05, atom 15 (O): -0.42, atom 16 (C): 0.32, atom 17 (O): -0.57, atom 18 (C): -0.11, atom 19 (C): -0.68, atom 20 (C): -0.71, atom 21 (C): -0.64, atom 22 (C): 0.76, atom 23 (C): -1.50, atom 24 (C): 0.21, atom 25 (C): -0.06, atom 26 (C): -0.41, atom 27 (H): 0.27, atom 28 (H): 0.33, atom 29 (H): 0.37, atom 30 (H): 0.43, atom 31 (H): 0.39, atom 32 (H): 0.46, atom 33 (H): 0.20, atom 34 (H): 0.56, atom 35 (H): 0.40, atom 36 (H): 0.51, atom 37 (H): 0.48, atom 38 (H): 0.43, atom 39 (H): 0.41, atom 40 (H): 0.38, atom 41 (H): 0.40, atom 42 (H): 0.28, atom 43 (H): 0.57, atom 44 (H): 0.45, atom 45 (H): 0.42

Short version: relative energy (zero: lowest compared OMol25 entry of this formula, charge and spin) = 158.5 45.4 0.0 37.5 kJ/mol, in the order given.
Short version: max |F| = 4.001 0.556 1.956 0.728 eV/Å, in the order given.
Short version: HOMO-LUMO gap = 11.277 10.680 5.325 9.190 eV, in the order given.